Computed, not measured: one molecule with the formula C4H4O2, with ωB97M-V/def2-TZVPD.

Positions of all 10 atoms, in Å:
O1 0.592 -2.018 -0.831
C1 -0.025 -1.064 -0.027
C2 0.676 0.281 -0.069
O2 1.761 0.437 -0.585
C3 -0.161 1.352 0.457
C4 -1.067 2.090 0.754
H1 1.215 -1.547 -1.405
H2 -0.048 -1.409 1.018
H3 -1.070 -0.869 -0.314
H4 -1.873 2.747 1.001

Output
ΔE to the lowest compared entry with this formula, charge and spin = 182.7 kJ/mol
Frontier orbital gap = 0.3968 Ha
E = -305.20987 a.u.
HOMO = -10.800 eV
Multiplicity = 1


Computed, not measured: C4H4O2 as an isolated structure, with ωB97M-V/def2-TZVPD.

Positions of all 10 atoms, in Å:
O1 0.793 -1.740 0.331
C1 0.194 -0.504 -0.919
C2 0.066 -0.470 0.503
C3 -0.238 0.386 1.448
C4 -0.869 1.418 0.588
O2 -0.631 1.595 -0.620
H1 1.715 -1.564 0.578
H2 -0.503 -1.032 -1.570
H3 1.110 -0.151 -1.389
H4 -1.637 2.061 1.050

Output
ΔE to the lowest compared entry with this formula, charge and spin = 558.5 kJ/mol
Frontier orbital gap = 0.2913 Ha
E = -305.06676 a.u.
HOMO = -8.448 eV
Multiplicity = 1


Computed, not measured: one molecule with the formula C4H4O2, with ωB97M-V/def2-TZVPD.

Positions of all 10 atoms, in Å:
O1 -0.510 0.757 2.514
C1 -0.194 0.472 1.391
O2 0.655 -0.549 1.066
C2 0.758 -0.472 -0.357
C3 -0.631 0.045 -0.846
C4 -0.569 1.167 0.113
H1 1.109 -1.422 -0.752
H2 -0.642 0.338 -1.902
H3 -1.452 -0.645 -0.623
H4 1.475 0.309 -0.604

Output
ΔE to the lowest compared entry with this formula, charge and spin = 330.6 kJ/mol
Frontier orbital gap (alpha / beta) = 0.2992 / 0.2991 Ha
E = -305.15353 a.u.
HOMO (alpha / beta) = -9.728 / -9.669 eV
Multiplicity = 1


Computed, not measured: one molecule with the formula C4H4O2 at a distorted geometry, with ωB97M-V/def2-TZVPD.

Positions of all 10 atoms, in Å:
O1 -0.718 1.663 0.326
C1 -0.216 0.407 0.602
C2 -1.031 -0.652 -0.090
O2 -1.737 -0.229 -0.992
C3 1.050 0.063 -0.023
C4 2.076 -0.488 -0.330
H1 -1.299 1.568 -0.450
H2 -0.142 0.286 1.683
H3 -0.918 -1.732 0.106
H4 2.914 -0.899 -0.823

Output
ΔE to the lowest compared entry with this formula, charge and spin = 219.9 kJ/mol
Frontier orbital gap = 0.4004 Ha
E = -305.19571 a.u.
HOMO = -10.371 eV
Multiplicity = 1


Computed, not measured: a 2-piece molecular cluster, C4H4O2 overall at a distorted geometry, with ωB97M-V/def2-TZVPD.

Positions of all 10 atoms, in Å:
C1 0.529 -1.003 -0.155
C2 -0.075 -2.056 0.061
C3 -0.014 0.332 -0.168
C4 0.005 4.409 1.937
O1 -0.152 4.759 0.924
O2 -0.156 1.110 0.634
H1 1.472 -1.000 -0.683
H2 -0.408 -3.025 0.424
H3 -0.379 0.450 -1.249
H4 0.327 4.163 2.949

Output
Total charge = +2
ΔE to the lowest compared entry with this formula, charge and spin = 0.0 kJ/mol
Frontier orbital gap (alpha / beta) = 0.3204 / 0.3204 Ha
E = -304.36916 a.u.
HOMO (alpha / beta) = -19.647 / -19.646 eV
Multiplicity = 1


Computed, not measured: one molecule with the formula C4H4O2S2 at a distorted geometry, with ωB97M-V/def2-TZVPD.

Positions of all 12 atoms, in Å:
C1 -0.840 0.868 0.597
C2 0.340 -0.176 0.513
C3 -1.848 -0.104 -0.075
C4 1.415 0.080 -0.445
H1 -1.511 2.511 -0.223
H2 -1.091 0.988 1.666
H3 0.804 -0.319 1.483
H4 1.051 0.320 -1.452
O1 -0.607 2.156 -0.008
O2 -2.917 0.044 -0.569
S1 -0.801 -1.553 0.090
S2 2.960 -0.015 -0.115

Output
ΔE to the lowest compared entry with this formula, charge and spin = 84.7 kJ/mol
Frontier orbital gap = 0.3123 Ha
E = -1101.62898 a.u.
HOMO = -9.173 eV
Multiplicity = 1


Computed, not measured: C4H4O2Y as an isolated structure at a distorted geometry, with ωB97M-V/def2-TZVPD.

Positions of all 11 atoms, in Å:
H1 1.635 0.608 -0.202
O1 2.461 0.205 -1.953
C1 1.527 -0.591 -1.760
C2 0.877 -0.312 -0.479
C3 -0.441 -0.285 -0.245
C4 -0.941 0.324 0.993
O2 -2.127 0.505 1.214
Y1 -3.269 1.233 3.680
H2 1.639 -1.662 -2.015
H3 -1.173 -0.531 -1.020
H4 -0.187 0.508 1.786

Output
Total charge = +1
ΔE to the lowest compared entry with this formula, charge and spin = 348.0 kJ/mol
Frontier orbital gap (alpha / beta) = 0.2293 / 0.2292 Ha
E = -343.15565 a.u.
HOMO (alpha / beta) = -11.302 / -11.302 eV
Multiplicity = 1


Computed, not measured: C4H4O2Yb as an isolated structure at a distorted geometry, with ωB97M-V/def2-TZVPD.

Positions of all 11 atoms, in Å:
H1 -0.694 -0.216 -2.051
O1 -1.376 -1.420 2.295
C1 -0.767 -0.625 1.721
C2 -0.035 0.284 1.085
C3 -0.008 0.009 -1.233
C4 1.084 -0.697 -0.861
H2 0.750 0.830 1.605
H3 1.966 -0.211 -0.439
H4 1.118 -1.738 -1.184
O2 -0.550 0.837 -0.270
Yb1 -1.489 2.947 -0.667

Output
<S²> = 0.756
Total charge = +3
ΔE to the lowest compared entry with this formula, charge and spin = 288.0 kJ/mol
Frontier orbital gap (alpha / beta) = 0.3015 / 0.2639 Ha
E = -1462.58336 a.u.
HOMO (alpha / beta) = -22.610 / -22.988 eV
Multiplicity = 2


Computed, not measured: a 2-piece molecular cluster, C4H4O3 overall at a distorted geometry, with ωB97M-V/def2-TZVPD.

Positions of all 11 atoms, in Å:
O1 -0.979 2.560 -2.339
C1 -0.348 2.346 -1.424
O2 -1.839 -0.033 -0.354
C2 -1.154 -0.090 0.639
C3 0.089 -0.941 0.738
C4 1.270 -0.692 -0.088
O3 1.217 -0.289 1.280
H1 -0.085 -1.950 1.115
H2 -1.401 0.480 1.559
H3 1.268 0.116 -0.817
H4 1.962 -1.506 -0.308

Output
ΔE to the lowest compared entry with this formula, charge and spin = 222.2 kJ/mol
Frontier orbital gap = 0.3995 Ha
E = -380.46242 a.u.
HOMO = -10.156 eV
Multiplicity = 1


Computed, not measured: a 2-piece molecular cluster, C4H4O3 overall, with ωB97M-V/def2-TZVPD.

Positions of all 11 atoms, in Å:
O1 1.562 -1.658 1.065
C1 1.054 -0.617 1.404
C2 -0.240 0.188 -0.409
C3 0.328 1.279 -0.896
O2 0.842 0.429 -1.714
C4 -1.527 -0.448 -0.554
O3 -2.316 -0.440 0.365
H1 0.050 -0.546 1.869
H2 0.396 2.360 -0.838
H3 1.587 0.356 1.339
H4 -1.716 -0.909 -1.540

Output
ΔE to the lowest compared entry with this formula, charge and spin = 554.1 kJ/mol
Frontier orbital gap = 0.3363 Ha
E = -380.33597 a.u.
HOMO = -9.633 eV
Multiplicity = 1


Computed, not measured: C4H4O3 as an isolated structure at a distorted geometry, with ωB97M-V/def2-TZVPD.

Positions of all 11 atoms, in Å:
C1 -0.256 0.693 -0.299
C2 1.160 0.827 -0.047
C3 1.570 -0.424 -0.019
C4 -0.459 -0.559 -0.078
H1 -2.150 1.082 0.271
H2 1.742 1.671 0.074
H3 2.580 -0.785 -0.234
H4 -1.897 -1.348 0.953
O1 -1.146 1.639 -0.182
O2 0.484 -1.427 -0.233
O3 -1.628 -1.368 -0.206

Output
ΔE to the lowest compared entry with this formula, charge and spin = 493.0 kJ/mol
Frontier orbital gap = 0.3006 Ha
E = -380.35925 a.u.
HOMO = -8.281 eV
Multiplicity = 1


Computed, not measured: a 2-piece molecular cluster, C4H4O3 overall at a distorted geometry, with ωB97M-V/def2-TZVPD.

Positions of all 11 atoms, in Å:
C1 0.216 1.437 -1.142
C2 -0.983 1.234 -0.630
O1 -2.037 1.030 -0.184
C3 -0.594 -1.223 1.453
O2 -1.667 -1.185 1.916
C4 0.627 -1.229 0.941
O3 0.836 -1.507 -0.397
H1 1.025 1.713 -0.477
H2 0.329 1.495 -2.217
H3 0.774 -0.660 -0.874
H4 1.474 -1.105 1.610

Output
ΔE to the lowest compared entry with this formula, charge and spin = 268.0 kJ/mol
Frontier orbital gap = 0.3463 Ha
E = -380.44494 a.u.
HOMO = -8.897 eV
Multiplicity = 1